8
Properties=species:S:1:pos:R:3 method="wB97M-V/def2-TZVPD" smiles="[O-][N+]#CC1=NC1" e_homo_ev=-10.037 lumo_ev=-0.33 molar_mass_g_mol=82.1 max_force_ev_per_a=2.90 e_above_lowest_ev=3.865 spin_multiplicity=1 orbital_gap_ha=0.3566 e_tot_ev=-8165.848
C -0.006 0.284 -0.224
C 0.453 -0.989 -0.261
C -0.603 1.339 0.589
N -0.233 1.360 -0.851
N 0.829 -2.039 -0.602
O 1.190 -3.149 -0.755
H -1.654 1.292 0.837
H 0.024 1.901 1.267